{
  "formula": "C6H9N2O",
  "method": "ωB97M-V/def2-TZVPD",
  "symbols": ["C", "C", "C", "C", "C", "C", "N", "N", "O", "H", "H", "H", "H", "H", "H", "H", "H", "H"],
  "positions_angstrom": [[2.7008, -1.0051, -0.4854], [2.3867, 0.2555, -0.7647], [1.2406, -0.4107, 1.0794], [1.4664, 1.8918, 0.7103], [-0.5535, -0.3242, -0.4808], [-2.9730, -0.3112, -0.3306], [1.9713, -1.4214, 0.6122], [1.5654, 0.6686, 0.3199], [-1.5693, 0.0712, 0.0393], [3.5446, -1.5968, -0.8337], [2.5250, 0.9348, -1.5918], [0.9249, 2.1897, 1.6061], [1.7317, 2.6699, 0.0390], [-0.5854, -0.8612, -1.4049], [-3.2432, 0.3086, -1.1392], [-3.6272, -0.0537, 0.5523], [-2.9084, -1.2814, -0.6850], [2.2345, -2.2325, 1.2483]],
  "forces_ev_per_a": [[1.643, -0.729, -0.488], [-0.295, 0.575, -0.865], [-2.719, -1.959, 3.253], [-1.134, -0.043, 0.278], [3.324, -0.537, 0.033], [0.048, 1.979, 1.394], [0.855, -0.881, 1.212], [1.430, 2.648, -1.285], [-2.867, 0.930, 1.837], [-0.602, 0.030, -0.491], [0.595, -0.205, 0.125], [0.244, -0.653, 0.033], [0.604, 0.434, -0.536], [-0.728, -1.049, -1.051], [-0.320, 0.913, -0.910], [0.988, -0.801, -0.945], [-0.286, -2.105, -0.110], [-0.780, 1.453, -1.483]],
  "mulliken_charge": [-0.429, -0.371, -0.540, -0.121, -0.083, -0.657, 0.027, 0.349, -0.155, 0.427, 0.416, 0.319, 0.241, 0.310, 0.347, 0.240, 0.357, 0.325],
  "total_charge": 1,
  "homo_lumo_gap_ha": [0.2633, 0.2630],
  "lumo_ev": [-4.83, -4.83],
  "homo_ha": [-0.44066, -0.44052]
}

{
  "formula": "C6H9N",
  "method": "ωB97M-V/def2-TZVPD",
  "symbols": ["C", "C", "C", "C", "C", "C", "N", "H", "H", "H", "H", "H", "H", "H", "H", "H"],
  "positions_angstrom": [[3.2650, 0.1976, 0.1475], [1.8394, 0.0181, -0.2516], [-1.7148, -1.1869, -0.6926], [-0.7975, -0.3390, -0.3421], [-3.0157, -0.6945, -0.0779], [-0.3329, 0.7628, 0.1949], [1.0431, 0.7753, 0.4833], [3.4524, 0.9734, 0.9108], [3.6405, -0.7645, 0.5089], [3.8412, 0.4324, -0.7536], [-1.6821, -1.7219, -1.6381], [-3.0656, 0.3923, -0.2552], [-3.1236, -0.8496, 0.9948], [-3.8249, -1.1378, -0.6428], [-0.8910, 1.6964, 0.2314], [1.3665, 1.4459, 1.1823]],
  "forces_ev_per_a": [[0.179, -0.056, 0.031], [0.253, 0.522, 0.537], [-0.057, 0.821, -0.215], [0.274, 0.007, -0.119], [-0.576, -0.275, 0.080], [0.123, 0.016, -0.265], [0.189, -0.178, -0.010], [0.010, -0.106, -0.036], [0.058, 0.062, -0.013], [-0.005, -0.061, 0.136], [-0.135, 0.140, 0.116], [-0.223, -0.395, 0.120], [-0.058, -0.274, -0.075], [-0.468, -0.200, 0.234], [0.237, 0.068, -0.498], [0.200, -0.091, -0.024]],
  "mulliken_charge": [-0.748, -0.484, -0.281, 0.129, -0.935, -0.193, -0.041, 0.269, 0.229, 0.245, 0.295, 0.240, 0.270, 0.347, 0.318, 0.338],
  "total_charge": 0,
  "homo_lumo_gap_ha": [0.3060, 0.3060],
  "lumo_ev": [0.65, 0.65],
  "homo_ha": [-0.28208, -0.28208]
}

Number 1: DFT total energy -11381.72712 eV, M 125.151 u. Number 2: DFT total energy -7852.71322 eV, M 95.145 u.